Computed, not measured: an isolated ion of composition C11H11N4 and charge +1 in a non-equilibrium geometry, with ωB97M-V/def2-TZVPD.

Geometry as XYZ:
```
26
Properties=species:S:1:pos:R:3:forces:R:3
C 0.791 -2.241 -0.062 0.039 0.406 -0.006
C 2.152 -2.490 -0.128 -0.228 -0.036 0.070
C -1.984 -1.133 0.865 0.450 0.164 -0.310
C 2.656 -0.275 -0.122 -0.565 0.649 0.062
C -3.734 -0.174 -0.193 0.075 -0.008 0.027
C 0.337 -0.921 -0.058 0.347 0.050 -0.113
C -1.102 -0.645 -0.105 -0.699 0.102 0.016
C 1.307 0.096 -0.079 0.555 -1.788 -0.176
C -1.704 0.075 -1.142 0.505 -0.201 0.450
C 1.469 2.323 -0.818 -0.213 -0.438 0.272
C 0.198 1.897 1.149 -0.791 0.649 1.022
N 3.050 -1.520 -0.154 0.740 -0.311 -0.098
N -3.276 -0.902 0.808 -0.563 -0.282 0.644
N -2.994 0.324 -1.164 -0.303 0.417 -0.725
N 0.984 1.467 0.009 0.457 0.973 -0.975
H 0.081 -3.051 -0.054 -0.101 -0.085 -0.037
H 2.545 -3.495 -0.169 -0.064 -0.137 0.022
H -1.631 -1.703 1.715 0.119 -0.114 0.067
H 3.430 0.481 -0.097 0.097 0.174 0.021
H -4.794 0.030 -0.225 -0.129 0.003 0.027
H -1.127 0.443 -1.982 0.139 0.053 -0.083
H 1.288 3.377 -0.680 -0.100 0.131 0.172
H 2.058 1.996 -1.662 0.015 -0.198 -0.034
H 0.807 2.518 1.807 0.114 -0.090 -0.084
H -0.659 2.489 0.825 0.044 -0.139 -0.067
H -0.149 1.036 1.715 0.060 0.055 -0.164
```
Positions in Å, forces in eV/Å.

E_HOMO = -12.98 eV
molar mass = 199.2 g mol⁻¹
energy above the lowest of the compared OMol25 structures with the same formula, charge and spin = 0.0 kJ/mol
energy = -17538.046 eV
HOMO-LUMO gap = 7.672 eV
net charge = +1
SMILES = C=[N+](C)c1cnccc1-c1cncnc1

Atom charges from the natural (NBO) analysis, given in e for atoms 1 to 5: atom 1 (C): -0.21, atom 2 (C): 0.09, atom 3 (C): 0.09, atom 4 (C): 0.06, atom 5 (C): 0.27